Entry 1:
Formula: C38H36LuN6O3S5
Source: OMol25
Level of theory: wB97M-V/def2-TZVPD

Positions of all 89 atoms, in Å:
Lu  10.0563  9.3405  16.5603
S  5.7785  8.4229  22.5089
C  5.3805  9.8699  23.3197
C  5.9370  10.9740  22.7286
C  6.4842  10.6151  21.4957
C  6.4859  9.2862  21.2308
C  6.8567  8.5340  19.9790
C  7.9298  9.1014  19.2382
N  8.2555  8.6011  18.0795
C  7.5404  7.5047  17.5610
C  6.6570  6.8326  18.4246
C  6.1845  5.5763  17.9627
C  6.4900  5.0911  16.7506
C  7.2780  5.8630  15.8671
C  7.4661  5.4576  14.5074
C  7.9978  6.3323  13.5749
C  8.4812  7.5537  14.0746
N  8.4916  7.8762  15.3759
C  7.8640  7.0794  16.2262
C  8.2793  6.0482  12.1799
C  7.4627  5.7276  11.0946
C  8.1512  5.7670  9.8896
C  9.5039  6.0865  9.9740
S  9.9022  6.3030  11.6184
C  6.1827  7.4088  19.6068
H  4.8889  9.8795  24.2287
H  5.8591  11.9123  23.1895
H  6.9479  11.3052  20.7652
H  8.5746  9.8436  19.7039
H  5.5316  4.9578  18.6277
H  6.2387  4.1027  16.5319
H  7.0601  4.5213  14.1035
H  8.7738  8.3007  13.3702
H  6.4650  5.4605  11.1823
H  7.6361  5.7944  8.9107
H  10.1072  6.2466  9.0855
H  5.2878  6.9712  20.1192
C  6.2728  11.1888  14.8502
C  7.3923  12.1243  15.0843
C  7.7993  12.9833  13.9091
O  6.9795  13.1604  15.9964
C  8.5443  11.2902  15.5705
O  8.8901  11.3863  16.7736
O  9.1017  10.4724  14.7637
H  5.3877  11.7691  14.5718
H  6.0028  10.6701  15.7797
H  6.5080  10.4296  14.1338
H  6.9805  13.6471  13.7039
H  7.9574  12.2876  13.1135
H  8.7535  13.4377  14.1585
H  6.7590  12.6494  16.7810
C  12.6808  9.8654  18.7495
C  13.9006  10.7995  19.0548
N  13.6161  12.1368  18.6422
C  12.4038  12.6765  19.2440
C  11.2537  11.8540  18.6781
N  11.7166  10.6636  17.9220
C  12.5078  11.1313  16.7677
C  13.4459  12.2696  17.2170
H  12.1737  9.5020  19.6781
H  12.9452  8.9351  18.2216
H  14.7382  10.4852  18.4233
H  14.2767  10.7345  20.0999
H  12.3055  13.7214  19.0263
H  12.4204  12.6050  20.3297
H  10.5923  12.3766  17.9875
H  10.5238  11.5721  19.4626
H  11.8849  11.4296  15.9409
H  13.0694  10.3032  16.4550
H  12.9645  13.1962  17.0590
H  14.3422  12.3108  16.5717
S  14.0221  7.1445  12.3031
C  13.2193  7.3503  13.7319
S  12.9100  6.1705  14.9598
C  11.7769  7.2255  15.8049
N  11.6544  8.3404  15.1257
N  12.4210  8.4676  13.9983
C  12.4614  9.7275  13.2693
C  11.3284  10.2927  12.6995
C  11.3040  11.5718  12.1631
C  12.4910  12.2974  12.1537
C  13.6009  11.7130  12.8601
C  13.6359  10.4753  13.4441
S  11.0134  6.8837  17.2570
H  10.4004  9.6978  12.6281
H  10.3936  11.9700  11.6801
H  12.5995  13.2885  11.7523
H  14.5561  12.2863  12.8869
H  14.5351  10.1568  13.9516

Calculated values
HOMO: -10.27 eV
ΔE to the lowest compared entry with this formula, charge and spin: 0.0 kcal/mol
net charge: +1
2S+1: 1
frontier orbital gap: 0.2504 Ha

Atomic partial charges in e from the Mulliken method, atoms 1 to 5:
1. Lu 1.62
2. S -0.12
3. C -0.50
4. C -0.59
5. C -0.55


Entry 2:
Formula: C38H36NO7P2PtS2
Source: OMol25
Level of theory: wB97M-V/def2-TZVPD

Positions of all 87 atoms, in Å:
Pt  0.5188  -0.0397  -0.2080
C  -1.3949  1.2569  2.0729
P  -1.2956  1.6778  0.2529
C  -1.4722  3.4862  0.3898
C  -0.3723  4.3089  0.1738
C  -0.4687  5.6722  0.4149
C  -1.6593  6.2137  0.8705
C  -2.7612  5.3933  1.0859
C  -2.6709  4.0331  0.8494
C  -2.8177  1.1170  -0.5664
C  -3.4463  1.9239  -1.4892
C  -4.4659  1.4462  -2.3150
C  -4.9102  0.1073  -2.2118
C  -4.3156  -0.7617  -1.3657
C  -3.1054  -0.3783  -0.5884
C  0.0204  1.3308  2.5110
C  0.7081  2.0098  3.5106
C  2.0819  1.7855  3.3024
C  2.1993  0.9794  2.1751
C  3.3226  0.4727  1.3593
P  2.7686  0.7270  -0.3861
C  3.8943  -0.2099  -1.4352
C  5.1274  0.3183  -1.8121
C  5.9789  -0.4358  -2.6011
C  5.6012  -1.7050  -3.0202
C  4.3695  -2.2271  -2.6526
C  3.5101  -1.4813  -1.8624
C  2.9925  2.4751  -0.7550
C  2.9087  2.8581  -2.0987
C  3.0255  4.1911  -2.4467
C  3.2158  5.1533  -1.4622
C  3.2879  4.7776  -0.1281
C  3.1663  3.4438  0.2308
N  0.9476  0.7043  1.7420
H  -1.7387  0.2252  2.1433
H  -2.0563  1.9290  2.6107
H  0.5580  3.8756  -0.1769
H  0.3905  6.3097  0.2514
H  -1.7338  7.2756  1.0636
H  -3.6896  5.8136  1.4490
H  -3.5282  3.3940  1.0222
H  -3.1684  2.9687  -1.5490
H  -4.9372  2.1151  -3.0215
H  -5.7473  -0.2221  -2.8130
H  -4.6565  -1.7852  -1.2863
H  -3.1288  -0.7877  0.4256
H  0.2603  2.5845  4.3049
H  2.8993  2.1533  3.9022
H  3.4155  -0.6135  1.4634
H  4.2810  0.9455  1.5670
H  5.4162  1.3106  -1.4877
H  6.9383  -0.0298  -2.8920
H  6.2707  -2.2866  -3.6399
H  4.0764  -3.2144  -2.9833
H  2.5535  -1.8888  -1.5604
H  2.7510  2.0983  -2.8555
H  2.9712  4.4858  -3.4865
H  3.3074  6.1965  -1.7342
H  3.4450  5.5258  0.6376
H  3.2045  3.1651  1.2755
O  -2.5439  -2.8317  -2.7364
S  -1.5926  -2.4648  -1.7363
O  -0.2190  -2.3290  -2.1500
O  -1.9003  -0.9799  -1.2395
C  -1.6933  -3.6680  -0.4272
C  -2.7385  -4.5683  -0.5741
C  -2.8234  -5.6665  0.2662
C  -1.8464  -5.8865  1.2204
C  -0.8142  -4.9736  1.3871
C  -0.7239  -3.8500  0.5830
S  0.2577  -2.4932  1.2737
O  0.6565  -2.9212  2.5794
O  1.3983  -2.1083  0.4216
O  -0.7957  -1.4589  1.2552
H  -3.4562  -4.4132  -1.3676
H  -3.6513  -6.3543  0.1642
H  -1.8991  -6.7556  1.8616
H  -0.0756  -5.0907  2.1682
C  0.0957  0.3877  -5.0412
C  -0.1918  0.7946  -3.6083
O  0.8538  0.3626  -2.7224
H  -0.6965  0.7562  -5.6928
H  0.1345  -0.6996  -5.1268
H  1.0488  0.7976  -5.3753
H  -1.1511  0.3782  -3.2866
H  -0.2355  1.8796  -3.5096
H  0.8794  -0.6057  -2.7651

Calculated values
HOMO (spin up / spin down): -9.82 / -9.82 eV
ΔE to the lowest compared entry with this formula, charge and spin: 34.6 kcal/mol
net charge: +1
2S+1: 1
frontier orbital gap (spin up / spin down): 0.1735 / 0.1727 Ha

Atomic partial charges in e from the Mulliken method, atoms 1 to 5:
1. Pt 2.78
2. C -1.09
3. P 1.38
4. C 0.07
5. C -0.02


Entry 3:
Formula: C38H37As2N7O4Ru
Source: OMol25
Level of theory: wB97M-V/def2-TZVPD

Positions of all 89 atoms, in Å:
Ru  -0.4522  -1.1312  -0.8496
C  5.8979  6.9985  3.0469
O  5.7965  6.0584  2.0006
C  5.8926  4.7444  2.2889
C  5.7488  3.8682  1.2004
C  5.7143  2.5141  1.3825
C  5.7812  1.9742  2.6964
C  6.0653  2.8533  3.7646
C  6.1081  4.2116  3.5654
N  5.4958  0.7064  2.9669
N  5.1804  -0.3132  2.3239
C  4.1246  -0.7461  1.6552
C  4.1119  -2.1266  1.3337
C  3.1050  -2.7131  0.6135
C  2.0271  -1.9465  0.1180
O  1.0405  -2.4748  -0.5348
C  2.0420  -0.5428  0.3614
N  1.0293  0.1764  -0.2035
C  0.9643  1.4807  -0.0077
C  1.8324  2.1449  0.8437
C  2.8443  1.4293  1.4685
C  3.0314  0.0782  1.1802
H  5.6800  7.9650  2.5956
H  6.9076  7.0149  3.4661
H  5.1731  6.7916  3.8405
H  5.6401  4.2953  0.2163
H  5.5883  1.8423  0.5462
H  6.2137  2.4391  4.7489
H  6.2945  4.8590  4.4064
H  4.9266  -2.7235  1.7122
H  3.1070  -3.7768  0.4298
H  0.1784  2.0178  -0.5303
H  1.7078  3.1989  1.0240
H  3.4733  1.9348  2.1771
C  -2.5136  2.3102  -1.0912
As  -2.3478  0.3416  -1.3247
C  -3.1869  0.3198  -3.1026
C  -3.6942  -0.1891  0.0004
C  -5.0496  -0.1637  -0.3126
C  -6.0080  -0.5726  0.5996
C  -5.6134  -0.9822  1.8612
C  -4.2700  -0.9824  2.1953
C  -3.2957  -0.5993  1.2792
As  -1.4049  -0.7093  1.7884
C  -1.4164  -1.4794  3.6048
C  -1.2389  1.1631  2.4309
H  -3.5526  2.5829  -1.2958
H  -1.8707  2.8204  -1.8133
H  -2.2640  2.6416  -0.0845
H  -4.1774  -0.1386  -3.0776
H  -2.5670  -0.2789  -3.7721
H  -3.2658  1.3343  -3.5041
H  -5.3600  0.1773  -1.2937
H  -7.0535  -0.5629  0.3276
H  -6.3435  -1.3050  2.5885
H  -3.9742  -1.3128  3.1835
H  -2.0688  -0.9069  4.2670
H  -0.3969  -1.4200  3.9934
H  -1.7125  -2.5257  3.5721
H  -2.0548  1.3820  3.1216
H  -1.2647  1.8862  1.6193
H  -0.2885  1.2688  2.9548
N  0.0510  1.7263  -5.6035
C  0.3396  0.5950  -4.9240
C  0.4580  0.5671  -3.5195
N  0.7095  -0.5616  -2.8732
C  0.8621  -1.6804  -3.5845
C  0.7490  -1.6450  -4.9681
N  0.4933  -0.5301  -5.6242
H  0.1134  2.6231  -5.1554
H  0.1120  1.6912  -6.6067
H  0.3855  1.4798  -2.9360
H  1.0899  -2.5911  -3.0443
H  0.8823  -2.5340  -5.5682
O  -2.2678  -3.2816  1.3245
C  -2.4699  -3.3747  0.1280
N  -1.8531  -2.6235  -0.8283
C  -2.3101  -2.9172  -2.0753
O  -1.9042  -2.3082  -3.0563
C  -3.3394  -3.9729  -1.9460
C  -4.1209  -4.6298  -2.8699
C  -5.0420  -5.5565  -2.3860
C  -5.1619  -5.8151  -1.0294
C  -4.3512  -5.1703  -0.0979
C  -3.4462  -4.2495  -0.5762
H  -4.0171  -4.4383  -3.9269
H  -5.6692  -6.0829  -3.0885
H  -5.8910  -6.5328  -0.6842
H  -4.4190  -5.3892  0.9568

Calculated values
HOMO (spin up / spin down): -7.95 / -9.92 eV
ΔE to the lowest compared entry with this formula, charge and spin: 61.0 kcal/mol
net charge: +1
2S+1: 6
frontier orbital gap (spin up / spin down): 0.1458 / 0.1538 Ha
⟨S²⟩: 8.93

Atomic partial charges in e from the Mulliken method, atoms 1 to 5:
1. Ru 0.92
2. C -0.86
3. O -0.41
4. C 0.71
5. C -0.56